Record 1
C4H8O2 | ωB97M-V/def2-TZVPD

Last column: natural (NBO) charge in e.
Atoms and positions in Å:
C1 -2.246 -0.589 0.460  -0.63
C2 -1.100 0.072 -0.270  -0.08
O1 0.160 -0.155 0.387  -0.52
C3 1.138 0.681 -0.031  0.80
C4 2.498 0.033 -0.042  -0.72
O2 0.936 1.792 -0.458  -0.59
H1 -2.020 -1.630 0.715  0.22
H2 -2.523 -0.050 1.371  0.21
H3 -3.113 -0.585 -0.213  0.22
H4 -0.986 -0.373 -1.264  0.17
H5 -1.258 1.144 -0.386  0.21
H6 3.250 0.684 0.410  0.24
H7 2.762 -0.073 -1.103  0.24
H8 2.503 -0.953 0.423  0.23

## Properties
E_LUMO   0.990 eV
Relative energy (zero: lowest compared OMol25 entry of this formula, charge and spin)   0.4632 eV
Structure (SMILES)   CCOC(C)=O
Electronic energy   -307.69541 Eh


Record 2
C4H8O2 | ωB97M-V/def2-TZVPD

Last column: natural (NBO) charge in e.
Atoms and positions in Å:
C1 0.679 2.193 -0.009  -0.63
C2 1.070 0.733 -0.058  -0.45
C3 0.126 -0.222 -0.123  0.62
O1 -0.937 -0.063 -0.956  -0.69
O2 0.156 -1.357 0.585  -0.49
C4 -0.885 -2.312 0.429  -0.26
H1 1.287 2.877 -0.609  0.20
H2 -0.376 2.357 -0.267  0.21
H3 0.780 2.503 1.041  0.21
H4 2.037 0.454 0.334  0.21
H5 -0.514 0.535 -1.595  0.50
H6 -0.553 -3.188 0.989  0.20
H7 -1.826 -1.949 0.861  0.18
H8 -1.044 -2.562 -0.621  0.19

## Properties
E_LUMO   0.835 eV
Relative energy (zero: lowest compared OMol25 entry of this formula, charge and spin)   2.2308 eV
Structure (SMILES)   C/C=C(\O)OC
Electronic energy   -307.63045 Eh


Record 3
C4H8O2 | ωB97M-V/def2-TZVPD

Last column: natural (NBO) charge in e.
Atoms and positions in Å:
O1 2.111 -0.124 0.728  -0.72
C1 1.137 0.294 -0.201  -0.07
C2 -0.225 0.510 0.438  -0.28
C3 -1.149 0.465 -0.782  -0.07
O2 -1.181 -0.981 -0.679  -0.54
C4 -0.826 -0.863 0.720  -0.07
H1 2.806 -0.555 0.216  0.47
H2 0.922 -0.502 -0.933  0.18
H3 1.439 1.211 -0.738  0.16
H4 -0.293 1.301 1.192  0.21
H5 -2.161 0.860 -0.668  0.18
H6 -0.697 0.856 -1.707  0.18
H7 -1.743 -0.836 1.323  0.17
H8 -0.141 -1.634 1.093  0.19

## Properties
E_LUMO   0.902 eV
Relative energy (zero: lowest compared OMol25 entry of this formula, charge and spin)   2.3950 eV
Electronic energy   -307.62442 Eh


Record 4
C4H8O2 | ωB97M-V/def2-TZVPD

Last column: natural (NBO) charge in e.
Atoms and positions in Å:
C1 1.552 0.884 -0.242  -0.26
O1 0.961 -0.308 -0.723  -0.54
C2 0.301 -1.060 0.277  -0.05
C3 -1.193 -0.659 0.420  -0.55
C4 -1.494 0.520 -0.481  0.46
O2 -1.584 1.658 -0.084  -0.53
H1 1.970 1.400 -1.109  0.20
H2 2.362 0.660 0.468  0.17
H3 0.821 1.546 0.243  0.19
H4 0.818 -0.949 1.241  0.18
H5 0.383 -2.108 -0.022  0.19
H6 -1.441 -0.374 1.446  0.23
H7 -1.841 -1.493 0.122  0.22
H8 -1.614 0.285 -1.557  0.12

## Properties
E_LUMO   0.977 eV
Relative energy (zero: lowest compared OMol25 entry of this formula, charge and spin)   1.8063 eV
Structure (SMILES)   COCCC=O
Electronic energy   -307.64605 Eh


Record 5
C4H8O2 | ωB97M-V/def2-TZVPD

Last column: natural (NBO) charge in e.
Atoms and positions in Å:
C1 0.120 -1.801 -0.023  -0.81
C2 -0.801 0.033 0.841  0.13
O1 0.204 0.603 1.554  -0.48
C3 0.626 1.466 0.472  -0.10
C4 -0.621 1.027 -0.322  0.00
O2 -0.527 0.663 -1.658  -0.68
H1 1.117 -1.387 -0.191  0.20
H2 0.199 -2.643 0.669  0.23
H3 -0.364 -2.115 -0.951  0.21
H4 -0.872 -1.149 0.754  0.27
H5 1.574 1.122 0.041  0.18
H6 0.707 2.507 0.798  0.19
H7 -1.415 1.779 -0.266  0.20
H8 0.054 -0.106 -1.717  0.47

## Properties
E_LUMO   0.720 eV
Relative energy (zero: lowest compared OMol25 entry of this formula, charge and spin)   5.8063 eV
Electronic energy   -307.49905 Eh


Record 6
C4H8O2 | ωB97M-V/def2-TZVPD

Last column: natural (NBO) charge in e.
Atoms and positions in Å:
C1 1.523 -0.026 -0.309  -0.61
C2 0.081 -0.190 0.175  -0.44
C3 -0.202 -1.521 0.790  0.44
O1 0.635 -2.265 1.253  -0.53
C4 -1.046 0.430 -0.613  -0.07
O2 -1.433 1.567 0.311  -0.75
H1 2.198 -0.333 0.495  0.24
H2 1.732 1.020 -0.554  0.20
H3 1.793 -0.632 -1.187  0.21
H4 -0.319 0.698 0.937  0.34
H5 -1.284 -1.774 0.868  0.10
H6 -0.790 0.838 -1.591  0.20
H7 -1.949 -0.185 -0.667  0.20
H8 -0.942 2.374 0.092  0.48

## Properties
E_LUMO   0.655 eV
Relative energy (zero: lowest compared OMol25 entry of this formula, charge and spin)   2.6441 eV
Structure (SMILES)   C[C@H](C=O)CO
Electronic energy   -307.61526 Eh


Record 7
C4H8O2 | ωB97M-V/def2-TZVPD

Last column: natural (NBO) charge in e.
Atoms and positions in Å:
C1 1.279 -0.505 -1.318  -0.60
C2 0.421 0.477 -0.520  -0.42
C3 -0.217 -0.102 0.758  -0.01
O1 0.246 0.540 1.918  -0.71
C4 -1.733 0.040 0.642  0.43
O2 -2.428 0.372 1.570  -0.53
H1 1.583 -0.049 -2.265  0.21
H2 0.721 -1.420 -1.561  0.20
H3 2.184 -0.799 -0.775  0.21
H4 -0.385 0.834 -1.180  0.20
H5 0.995 1.359 -0.219  0.23
H6 -0.012 -1.190 0.813  0.18
H7 -0.516 0.586 2.518  0.49
H8 -2.139 -0.141 -0.381  0.11

## Properties
E_LUMO   0.907 eV
Relative energy (zero: lowest compared OMol25 entry of this formula, charge and spin)   1.1806 eV
Structure (SMILES)   CC[C@@H](O)C=O
Electronic energy   -307.66905 Eh


Record 8
C4H8O2 | ωB97M-V/def2-TZVPD

Last column: natural (NBO) charge in e.
Atoms and positions in Å:
C1 0.253 1.059 1.893  -0.62
C2 0.894 0.685 0.571  -0.07
O1 -0.179 0.153 -0.210  -0.54
C3 0.075 -0.535 -1.343  0.81
C4 -0.956 -1.626 -1.452  -0.72
O2 1.001 -0.330 -2.085  -0.58
H1 -0.580 1.746 1.716  0.22
H2 -0.146 0.164 2.382  0.21
H3 0.972 1.534 2.566  0.21
H4 1.371 1.535 0.073  0.19
H5 1.644 -0.101 0.715  0.18
H6 -0.801 -2.283 -0.589  0.24
H7 -0.852 -2.194 -2.374  0.23
H8 -1.959 -1.204 -1.355  0.24

## Properties
E_LUMO   0.938 eV
Relative energy (zero: lowest compared OMol25 entry of this formula, charge and spin)   0.4637 eV
Structure (SMILES)   CCOC(C)=O
Electronic energy   -307.69539 Eh


Record 9
C4H8O2 | ωB97M-V/def2-TZVPD

Last column: natural (NBO) charge in e.
Atoms and positions in Å:
C1 -1.213 -1.137 0.448  -0.62
C2 -0.188 0.024 0.253  -0.36
C3 -0.797 1.043 -0.644  0.43
O1 -1.446 0.743 -1.619  -0.56
C4 1.217 0.137 -0.591  -0.05
O2 2.217 0.768 0.167  -0.70
H1 -2.211 -0.744 0.203  0.23
H2 -1.269 -1.469 1.493  0.21
H3 -1.091 -2.020 -0.179  0.22
H4 0.069 0.423 1.243  0.22
H5 -0.468 2.077 -0.437  0.12
H6 1.524 -0.807 -1.054  0.18
H7 1.124 0.839 -1.438  0.20
H8 2.455 0.179 0.887  0.47

## Properties
E_LUMO   0.755 eV
Relative energy (zero: lowest compared OMol25 entry of this formula, charge and spin)   2.1822 eV
Structure (SMILES)   C[C@H](C=O)CO
Electronic energy   -307.63224 Eh


Record 10
C4H8O2 | ωB97M-V/def2-TZVPD

Last column: natural (NBO) charge in e.
Atoms and positions in Å:
O1 0.294 -0.865 1.947  -0.71
C1 0.342 -0.602 0.564  0.08
C2 0.297 0.874 0.210  -0.46
C3 -0.107 0.789 -1.250  -0.06
O2 -1.019 -0.303 -1.337  -0.53
C4 -0.905 -1.111 -0.168  -0.08
H1 0.752 -0.158 2.420  0.47
H2 1.232 -1.063 0.104  0.16
H3 -0.473 1.357 0.824  0.21
H4 1.252 1.378 0.378  0.21
H5 -0.591 1.694 -1.625  0.19
H6 0.789 0.582 -1.854  0.16
H7 -0.851 -2.165 -0.465  0.19
H8 -1.778 -0.980 0.486  0.17

## Properties
E_LUMO   0.902 eV
Relative energy (zero: lowest compared OMol25 entry of this formula, charge and spin)   1.3175 eV
Structure (SMILES)   O[C@@H]1CCOC1
Electronic energy   -307.66401 Eh


Record 11
C4H8O2 | ωB97M-V/def2-TZVPD

Last column: natural (NBO) charge in e.
Atoms and positions in Å:
C1 1.748 -0.653 0.917  -0.63
C2 0.484 0.071 0.640  0.06
O1 0.601 0.952 -0.441  -0.53
C3 -0.327 -0.295 -0.501  0.04
C4 -1.770 0.160 -0.618  -0.10
O2 -1.571 1.343 -1.342  -0.73
H1 2.186 -0.985 -0.030  0.22
H2 2.446 0.025 1.411  0.22
H3 1.528 -1.511 1.550  0.22
H4 -0.064 0.483 1.488  0.19
H5 0.028 -0.967 -1.275  0.21
H6 -2.256 0.319 0.367  0.16
H7 -2.418 -0.557 -1.158  0.19
H8 -0.654 1.597 -0.995  0.49

## Properties
E_LUMO   1.050 eV
Relative energy (zero: lowest compared OMol25 entry of this formula, charge and spin)   2.6941 eV
Structure (SMILES)   C[C@H]1O[C@@H]1CO
Electronic energy   -307.61342 Eh


Record 12
C4H8O2 | ωB97M-V/def2-TZVPD

Last column: natural (NBO) charge in e.
Atoms and positions in Å:
C1 -0.781 1.340 1.755  -0.77
C2 -0.188 0.189 1.002  0.24
O1 0.692 0.672 0.168  -0.49
C3 1.177 -0.270 -0.826  -0.10
C4 -0.011 -0.882 -1.554  -0.10
O2 -0.548 -1.980 -0.868  -0.74
H1 -0.693 1.179 2.834  0.24
H2 -0.381 2.322 1.471  0.21
H3 -1.857 1.303 1.538  0.25
H4 -0.752 -0.075 -1.691  0.16
H5 1.764 -1.048 -0.330  0.20
H6 1.818 0.323 -1.482  0.20
H7 0.287 -1.222 -2.550  0.19
H8 -0.695 -1.651 0.043  0.49

## Properties
E_LUMO   0.847 eV
Relative energy (zero: lowest compared OMol25 entry of this formula, charge and spin)   3.4676 eV
Electronic energy   -307.58500 Eh


Record 13
C4H8O2 | ωB97M-V/def2-TZVPD

Last column: natural (NBO) charge in e.
Atoms and positions in Å:
C1 0.286 1.802 0.085  -0.26
O1 0.783 0.786 0.929  -0.52
C2 -0.225 -0.163 1.177  -0.17
C3 -0.704 -0.828 -0.128  0.57
C4 0.357 -1.443 -1.020  -0.74
O2 -1.881 -0.864 -0.414  -0.53
H1 1.126 2.422 -0.233  0.20
H2 -0.200 1.361 -0.795  0.17
H3 -0.465 2.418 0.601  0.17
H4 0.210 -0.907 1.856  0.21
H5 -1.101 0.291 1.665  0.19
H6 0.317 -2.527 -0.864  0.24
H7 1.359 -1.081 -0.780  0.23
H8 0.138 -1.266 -2.078  0.24

## Properties
E_LUMO   0.913 eV
Relative energy (zero: lowest compared OMol25 entry of this formula, charge and spin)   1.4274 eV
Structure (SMILES)   COCC(C)=O
Electronic energy   -307.65997 Eh


Record 14
C4H8O2 | ωB97M-V/def2-TZVPD

Last column: natural (NBO) charge in e.
Atoms and positions in Å:
C1 -1.686 -0.335 -0.474  -0.63
C2 -0.287 0.253 -0.361  0.10
O1 -0.326 1.472 0.378  -0.73
C3 0.662 -0.669 0.398  -0.53
C4 1.993 0.024 0.604  0.46
O2 2.661 0.444 -0.310  -0.53
H1 -2.344 0.337 -1.036  0.21
H2 -1.677 -1.311 -0.972  0.21
H3 -2.104 -0.456 0.530  0.21
H4 0.143 0.428 -1.357  0.18
H5 -0.418 2.205 -0.240  0.48
H6 0.828 -1.587 -0.179  0.24
H7 0.225 -0.942 1.365  0.21
H8 2.329 0.137 1.654  0.11

## Properties
E_LUMO   0.891 eV
Relative energy (zero: lowest compared OMol25 entry of this formula, charge and spin)   1.0876 eV
Structure (SMILES)   C[C@@H](O)CC=O
Electronic energy   -307.67246 Eh


Record 15
C4H8O2 | ωB97M-V/def2-TZVPD

Last column: natural (NBO) charge in e.
Atoms and positions in Å:
C1 -0.251 1.974 1.819  -0.42
C2 0.352 0.805 1.645  -0.19
C3 0.017 -0.071 0.517  -0.37
C4 0.552 -1.292 0.394  0.19
O1 0.393 -2.165 -0.607  -0.68
H1 -0.093 2.623 2.678  0.20
H2 -1.037 2.302 1.139  0.18
H3 1.052 0.476 2.406  0.20
H4 -0.531 0.458 -0.257  0.20
H5 0.999 -1.721 1.280  0.17
H6 -0.022 -1.723 -1.367  0.50
O2 -0.566 -0.726 -2.873  -0.95
H7 -0.157 -1.135 -3.642  0.48
H8 -0.706 0.196 -3.132  0.49

## Properties
E_LUMO   0.394 eV
Relative energy (zero: lowest compared OMol25 entry of this formula, charge and spin)   1.8730 eV
Structure (SMILES)   C=C/C=C/O.O
Electronic energy   -307.64360 Eh


Record 16
C4H8O2 | ωB97M-V/def2-TZVPD

Last column: natural (NBO) charge in e.
Atoms and positions in Å:
C1 -1.560 -0.974 -0.620  -0.60
C2 -0.750 0.110 -0.066  -0.39
C3 0.689 -0.337 -0.122  -0.51
C4 1.517 0.623 0.622  0.79
O1 2.607 0.466 1.030  -0.58
O2 0.985 1.910 0.733  -0.70
H1 -2.673 -0.738 -0.506  0.21
H2 -1.330 -1.080 -1.724  0.20
H3 -1.317 -1.906 -0.153  0.20
H4 -0.859 1.057 -0.677  0.22
H5 -0.851 0.326 1.000  0.21
H6 0.952 -0.349 -1.190  0.24
H7 0.838 -1.307 0.372  0.23
H8 1.753 2.197 1.303  0.49

## Properties
E_LUMO   0.830 eV
Relative energy (zero: lowest compared OMol25 entry of this formula, charge and spin)   0.7284 eV
Structure (SMILES)   CCCC(=O)O
Electronic energy   -307.68566 Eh


Record 17
C4H8O2 | ωB97M-V/def2-TZVPD

Last column: natural (NBO) charge in e.
Atoms and positions in Å:
C1 2.216 0.352 1.054  -0.12
O1 0.933 0.484 0.993  -0.35
C2 0.186 0.984 0.047  0.03
C3 -0.917 -1.394 -0.875  -0.26
O2 -1.713 -0.603 -0.028  -0.54
C4 -1.271 0.745 0.166  -0.14
H1 2.588 -0.064 1.978  0.17
H2 0.132 -1.436 -0.544  0.17
H3 2.829 0.675 0.219  0.15
H4 0.689 1.301 -0.863  0.16
H5 -1.342 -2.403 -0.842  0.19
H6 -0.925 -1.059 -1.926  0.16
H7 -1.625 1.011 1.170  0.20
H8 -1.779 1.406 -0.550  0.18

## Properties
E_LUMO (alpha / beta)   0.506 / 0.614 eV
Relative energy (zero: lowest compared OMol25 entry of this formula, charge and spin)   4.8943 eV
Electronic energy   -307.53257 Eh